No. 1
{"formula": "C2H3ClO2", "method": "ωB97M-V with the def2-TZVPD basis set", "elements": ["Cl", "H", "O", "C", "H", "H", "O", "C"], "positions_angstrom": [[-5.228, 15.608, -26.664], [-3.762, 13.857, -24.741], [-2.225, 11.867, -22.977], [-3.391, 11.989, -23.464], [-4.211, 12.323, -25.401], [-2.588, 12.717, -25.409], [-4.424, 11.415, -23.043], [-3.463, 12.811, -24.759]], "atomic_forces_ev_per_a": [[-0.1, 0.3, -0.2], [0.0, 0.0, 0.4], [-0.3, 0.2, 0.2], [1.2, -0.4, 0.1], [-0.3, 0.3, 0.3], [0.5, 0.2, 0.6], [-0.1, 0.4, -0.1], [-0.9, -0.8, -1.4]], "fmax_ev_per_a": 1.8, "e_tot_ev": -18740.850, "relative_energy_kj_mol": 52.9, "total_charge": -2}

---

No. 2
{"formula": "C5H7NO", "method": "ωB97M-V with the def2-TZVPD basis set", "elements": ["H", "C", "H", "O", "C", "H", "C", "N", "C", "H", "C", "H", "H", "H"], "positions_angstrom": [[2.845, -0.320, 0.981], [1.032, 0.360, -0.006], [2.680, -0.862, -0.683], [0.554, 1.579, 0.204], [-1.134, 1.352, 0.340], [0.220, -1.644, -0.314], [-1.208, 0.032, 0.067], [-2.561, -0.384, 0.027], [0.046, -0.593, -0.142], [-2.896, -0.852, 0.854], [2.514, -0.001, -0.016], [-2.876, -0.786, -0.838], [-1.784, 2.047, -0.218], [3.170, 0.812, -0.335]], "atomic_forces_ev_per_a": [[-0.2, 0.2, -0.1], [-0.7, -0.6, -0.1], [-0.2, 0.4, 0.2], [-2.5, -0.3, 0.1], [3.8, 0.3, -1.3], [0.0, 0.0, 0.0], [-0.4, 0.5, 0.2], [-0.2, -0.4, -0.1], [0.0, -0.2, 0.2], [0.0, -0.2, -0.2], [-0.3, 0.3, 0.1], [0.1, -0.4, 0.1], [0.8, 0.2, 0.9], [-0.2, 0.0, 0.0]], "fmax_ev_per_a": 4.0, "e_tot_ev": -8833.636, "relative_energy_kj_mol": 247.7, "smiles": "Cc1cc(N)co1"}

---

No. 3
{"formula": "C23H18N2OS2", "method": "ωB97M-V with the def2-TZVPD basis set", "elements": ["C", "C", "C", "N", "H", "H", "C", "H", "C", "H", "C", "C", "C", "C", "H", "C", "C", "C", "C", "O", "H", "C", "H", "C", "C", "H", "C", "C", "H", "C", "H", "S", "S", "H", "H", "N", "H", "H", "H", "C", "C", "C", "C", "H", "H", "H"], "positions_angstrom": [[0.891, -1.745, 0.343], [-3.171, 3.214, 0.761], [1.007, -3.875, -3.025], [0.122, 0.455, 0.594], [2.738, -1.442, -4.647], [0.782, -0.065, -3.834], [1.865, 2.807, 3.593], [1.081, -4.922, -2.775], [-4.668, 1.337, 0.886], [-5.646, 0.888, 1.032], [3.260, 2.804, 1.157], [-0.406, -2.171, 0.378], [0.844, -1.132, -3.669], [1.929, -1.897, -4.077], [-0.942, -1.077, -2.502], [-2.281, 0.921, 0.685], [-4.500, 2.724, 0.896], [2.000, -3.279, -3.806], [-0.178, -1.720, -2.901], [-1.042, -5.300, -1.590], [-3.031, 4.261, 0.697], [-0.068, -3.095, -2.561], [-1.086, 2.773, 0.601], [-3.618, 0.450, 0.765], [1.145, -0.379, 0.474], [2.344, 4.891, 3.637], [-2.070, 2.310, 0.673], [-0.717, -3.600, 0.165], [-3.818, -0.596, 0.717], [2.473, 3.969, 3.123], [-5.340, 3.426, 1.069], [-1.349, -3.860, -1.506], [2.821, 0.177, 0.633], [3.794, 2.784, 0.215], [1.502, 0.745, 3.172], [-1.413, -1.293, 0.477], [-1.454, -3.947, 0.893], [3.549, 4.895, 1.497], [1.285, 2.828, 4.482], [2.666, 1.639, 1.614], [1.992, 1.648, 2.852], [-1.145, -0.002, 0.562], [3.121, 3.982, 1.896], [1.729, -2.436, 0.174], [2.795, -3.911, -4.149], [0.209, -4.187, 0.327]], "atomic_forces_ev_per_a": [[1.7, -0.2, -0.4], [-0.7, -2.2, 0.0], [-0.4, 0.7, 0.0], [0.0, 1.0, -0.1], [-0.2, 0.0, 0.1], [0.2, 0.0, -0.3], [0.8, 0.1, -1.0], [-0.2, -0.1, 0.1], [-0.6, 0.0, 0.3], [-0.1, 0.3, -0.2], [-0.2, 0.1, 0.1], [-0.3, 1.0, -0.1], [-0.5, -0.6, 0.9], [0.4, -0.7, -0.4], [-0.5, -0.1, 0.1], [-0.8, 1.1, -0.2], [1.4, 0.3, 0.1], [-1.1, 0.8, 0.6], [1.3, -1.1, -0.1], [-0.5, -1.2, -0.7], [0.4, 0.8, 0.1], [0.1, 1.2, 0.1], [-0.1, -0.5, 0.0], [1.2, 0.9, -0.2], [-1.3, 0.0, 0.6], [0.0, 0.5, 0.5], [-1.3, 1.0, 0.1], [0.8, 0.7, 1.0], [0.0, -0.5, 0.1], [-0.3, -0.2, -0.7], [0.6, -0.6, -0.3], [0.7, -0.5, -0.2], [0.0, -0.2, -0.1], [-0.1, 0.1, 0.0], [-0.1, -0.2, 0.1], [-0.8, -0.8, 0.0], [-0.2, 0.0, -0.4], [0.0, 0.0, 0.2], [-0.3, -0.1, 0.7], [-0.3, 0.4, 0.7], [0.0, -0.2, -0.7], [1.5, -1.0, 0.2], [0.5, -0.4, 0.0], [-0.5, 0.2, 0.3], [0.4, 0.1, -0.2], [-0.6, 0.0, -0.6]], "fmax_ev_per_a": 2.3, "e_tot_ev": -50840.519}

---

No. 4
{"formula": "C7H10O2", "method": "ωB97M-V with the def2-TZVPD basis set", "elements": ["H", "C", "C", "H", "H", "H", "C", "H", "H", "H", "O", "C", "H", "H", "O", "C", "C", "C", "H"], "positions_angstrom": [[-0.094, -2.505, 2.584], [-0.517, 0.764, 0.583], [-0.508, 1.419, -1.729], [-0.805, 2.568, -0.015], [-0.019, -0.250, -3.174], [0.140, 2.185, -2.034], [-0.858, 1.586, -0.340], [-1.397, 1.504, -2.333], [0.745, -0.838, 2.827], [-1.023, -1.060, 2.491], [2.139, 0.131, -0.081], [-0.040, -0.970, -1.175], [-0.494, 0.946, 1.682], [0.121, -2.019, -1.348], [0.075, -1.635, 0.961], [-0.090, -0.600, 0.177], [-0.097, 0.001, -2.119], [-0.006, -1.502, 2.358], [2.728, 0.274, 0.686]], "atomic_forces_ev_per_a": [[0.5, -1.9, 1.8], [1.8, -6.1, 3.5], [-1.1, -2.8, -1.7], [-1.0, 2.2, 0.5], [0.0, 0.2, 0.1], [1.2, 1.0, -0.6], [0.7, 2.5, -1.2], [-0.7, 0.8, -0.5], [-0.1, -0.8, -0.2], [0.6, -0.1, 0.7], [1.3, 0.4, 0.1], [0.0, 1.2, -0.6], [-0.3, 0.3, -1.1], [0.1, -0.2, -0.4], [1.3, -1.3, 1.0], [-2.3, 2.1, -0.4], [-0.1, -0.2, 0.2], [-2.0, 2.4, -1.2], [-0.1, 0.1, 0.0]], "fmax_ev_per_a": 7.3, "e_tot_ev": -11509.677, "relative_energy_kj_mol": 154.7, "spin_multiplicity": 3, "s2": 2.035}

---

No. 5
{"formula": "C17H18N5O6P", "method": "ωB97M-V with the def2-TZVPD basis set", "elements": ["C", "P", "C", "H", "C", "C", "H", "O", "H", "C", "C", "H", "N", "H", "H", "H", "C", "C", "N", "C", "H", "O", "O", "C", "O", "C", "H", "N", "H", "C", "N", "H", "H", "C", "O", "C", "H", "H", "N", "H", "H", "C", "C", "O", "H", "H", "C"], "positions_angstrom": [[1.235, 1.243, 2.046], [-3.494, -3.175, -3.353], [-1.276, 1.688, 1.334], [6.830, 3.353, 3.521], [6.697, 1.918, 1.869], [6.742, 3.324, 2.431], [-3.437, -4.523, -2.016], [-3.455, -3.562, -1.843], [-3.021, 0.962, -0.466], [-2.866, -0.397, -2.171], [-0.591, -1.040, -2.728], [-2.356, 1.698, 1.155], [-0.947, 2.057, 2.629], [1.071, -0.027, -1.564], [6.689, 1.929, 0.750], [7.613, 1.468, 2.285], [2.921, 1.241, 3.677], [0.719, 2.027, 4.290], [4.222, 0.995, 4.197], [0.275, 1.691, 2.994], [0.066, -1.550, -3.393], [-2.311, -2.179, -3.775], [-4.217, -0.356, -2.453], [-1.949, -1.210, -2.904], [6.420, 0.633, 4.323], [-0.908, 0.443, -0.756], [0.023, 2.399, 4.978], [5.562, 1.231, 2.267], [-6.140, 0.166, -1.906], [-0.302, 1.123, 0.433], [0.992, 0.967, 0.775], [-4.741, -1.630, -3.465], [4.795, 1.606, 1.801], [-5.173, 0.638, -1.946], [-3.425, -4.532, -3.858], [2.042, 1.785, 4.722], [-4.952, 1.048, -0.974], [2.243, 1.993, 5.739], [2.551, 1.031, 2.437], [-5.167, 1.465, -2.558], [7.508, 3.914, 2.005], [5.421, 0.855, 3.587], [-2.324, 0.337, -1.075], [-4.759, -2.508, -3.873], [4.313, 0.694, 5.145], [5.787, 3.841, 2.276], [-0.053, -0.202, -1.718]], "atomic_forces_ev_per_a": [[1.9, -0.1, 1.2], [0.9, -3.5, -1.5], [1.4, 0.2, 2.6], [0.4, -0.4, -0.1], [3.0, 1.0, -0.7], [-1.6, 0.4, 0.7], [0.1, -0.1, 0.5], [0.0, 2.0, 2.5], [0.6, -0.9, -0.7], [1.4, 1.2, 1.8], [0.5, 1.5, 1.6], [0.7, 0.4, -0.3], [-1.5, -1.5, -3.0], [-1.8, -0.6, -0.5], [0.4, 0.0, 0.9], [-0.4, -0.5, -0.7], [-0.3, 0.4, 1.6], [3.3, -1.3, 0.9], [-1.9, -0.5, -1.3], [1.0, 1.3, -0.8], [0.3, -0.5, -0.3], [-0.8, -0.3, 0.0], [-0.3, -0.1, 0.1], [-0.1, 1.3, 1.2], [-2.0, -0.1, -1.7], [0.0, -1.3, -3.1], [-1.0, 0.6, 0.8], [-0.9, -2.0, 1.9], [-0.1, -0.3, -0.2], [-1.9, -0.4, 1.0], [-2.1, 0.1, -0.8], [-0.7, 1.0, -0.1], [-2.1, 0.1, -0.5], [1.1, -1.6, 1.0], [0.8, -1.4, -2.7], [-3.4, -0.3, -3.3], [0.3, -0.5, 0.6], [0.9, 0.1, 0.6], [0.4, 0.1, 0.8], [-0.1, 1.7, -1.9], [0.9, 0.6, -0.5], [3.7, 1.1, 0.4], [0.6, 0.9, 0.3], [-1.4, 1.3, 0.2], [-0.3, 0.1, 0.6], [0.0, 0.0, -0.4], [0.3, 0.5, 1.1]], "fmax_ev_per_a": 4.7, "e_tot_ev": -46946.403, "relative_energy_kj_mol": 173.2, "smiles": "CCNC(=O)Nc1ccc2ncc(-c3ccc(OP(=O)(O)O)c(OC)c3)nc2n1"}

---

No. 6
{"formula": "C2H4KO", "method": "ωB97M-V with the def2-TZVPD basis set", "elements": ["H", "C", "H", "H", "K", "C", "H", "O"], "positions_angstrom": [[-0.784, -0.778, 1.242], [-0.341, 0.612, -0.348], [-2.198, -0.191, 0.195], [-0.790, -0.226, -1.230], [2.933, -1.208, -0.196], [-1.119, -0.317, 0.305], [1.305, 1.492, 0.146], [0.993, 0.617, -0.114]], "atomic_forces_ev_per_a": [[0.0, -0.4, -0.1], [-3.1, -3.0, -1.8], [0.3, -0.6, -0.6], [0.8, 2.2, 0.0], [0.0, 0.0, 0.0], [0.5, 2.0, 2.0], [-0.4, 0.1, -0.5], [1.9, -0.4, 1.0]], "fmax_ev_per_a": 4.6, "e_tot_ev": -20502.289, "relative_energy_kj_mol": 297.7, "total_charge": 1}

---

No. 7
{"formula": "C4H6OS", "method": "ωB97M-V with the def2-TZVPD basis set", "elements": ["O", "H", "S", "C", "H", "H", "C", "H", "H", "H", "C", "C"], "positions_angstrom": [[-3.453, 0.032, -0.036], [0.402, 0.818, -1.302], [-1.109, -1.205, -0.148], [1.572, -0.579, -0.121], [0.208, -0.168, 1.595], [2.423, -0.780, 0.472], [0.256, -0.400, 0.558], [-1.718, 1.093, 0.032], [1.578, -1.264, -0.998], [1.235, 1.593, 0.243], [-2.302, 0.125, 0.005], [0.909, 0.734, -0.299]], "atomic_forces_ev_per_a": [[-3.4, -0.4, 0.0], [0.8, 0.5, 1.3], [-1.0, -0.8, 0.1], [-0.2, -1.3, -1.1], [0.2, -0.2, 0.7], [0.8, 0.4, 0.7], [0.6, 1.4, -1.2], [-0.5, -0.3, 0.3], [-0.2, 0.6, 0.6], [0.2, 0.5, 0.0], [4.0, 0.9, -0.4], [-1.2, -1.3, -1.0]], "fmax_ev_per_a": 4.2, "e_tot_ev": -17126.483, "relative_energy_kj_mol": 158.9, "smiles": "O=CSC1CC1"}

---

No. 8
{"formula": "C5H8N3O", "method": "ωB97M-V with the def2-TZVPD basis set", "elements": ["H", "H", "C", "C", "H", "C", "C", "H", "N", "H", "H", "N", "C", "N", "O", "H", "H"], "positions_angstrom": [[0.270, -1.595, 1.269], [-2.637, -0.130, -0.541], [1.522, 0.148, 1.194], [0.202, -0.573, 1.334], [2.495, -0.454, -1.800], [1.663, -0.353, -1.126], [-0.905, 1.351, -0.182], [-1.928, 1.712, -0.319], [2.185, -0.088, 0.107], [-0.283, -0.170, 2.141], [1.804, 0.746, 2.038], [0.347, -0.302, -1.268], [-0.589, -0.170, 0.000], [-1.930, -0.679, -0.108], [-0.057, 2.195, -0.267], [-0.180, -0.017, -2.083], [-1.978, -1.621, -0.390]], "atomic_forces_ev_per_a": [[0.2, -2.6, 0.5], [-0.2, 0.6, -0.4], [-0.4, -0.1, 0.7], [0.4, 2.3, -4.5], [-0.6, -0.1, -1.3], [1.4, 1.6, 1.8], [1.2, 1.5, 0.7], [-0.6, -0.6, 0.2], [-0.8, -1.2, -0.6], [-1.3, 0.5, 2.1], [0.7, 0.3, 0.0], [-1.4, -0.9, 1.9], [-1.4, 2.1, -0.9], [2.2, -0.9, 0.5], [0.3, -0.5, 0.2], [0.6, -0.7, -0.7], [-0.3, -1.3, -0.1]], "fmax_ev_per_a": 5.1, "e_tot_ev": -11820.353, "relative_energy_kj_mol": 147.9, "spin_multiplicity": 3, "s2": 2.016, "total_charge": 1}